a:
ORCA calculation (wB97M-V/def2-TZVPD) on C5H8N2O2 as an isolated structure.

Structure (ORCA input):
```
! RIJCOSX wB97M-V def2-TZVPD def2/J DEFGRID3
* xyz 0 1
C -0.364 1.962 0.066
C -0.973 -1.473 -1.277
N -0.955 -0.814 0.020
C 0.400 0.935 -0.780
C 0.276 -0.212 0.329
C -0.235 0.917 1.123
N 1.365 -0.987 0.870
O -0.043 1.115 2.408
O 0.878 0.903 -1.880
H 0.366 0.306 2.776
H 1.157 -1.978 0.810
H 2.248 -0.800 0.408
H 0.249 2.856 0.230
H -1.376 2.266 -0.213
H -1.814 -2.168 -1.278
H -1.121 -0.783 -2.121
H -0.057 -2.045 -1.490
*
```

The LUMO energy (spin up / spin down) comes out at -0.0100 / -0.0096 hartree. The value obtained for the orbital gap (spin up / spin down) is 7.5 / 7.5 eV.

Partial charges, Löwdin, in e:
1 C 0.009
2 C -0.165
3 N 0.006
4 C -0.309
5 C -0.581
6 C -0.166
7 N 0.130
8 O 0.176
9 O 0.113
10 H 0.142
11 H 0.085
12 H 0.087
13 H 0.134
14 H 0.128
15 H 0.067
16 H 0.069
17 H 0.077

=====

b:
ORCA calculation (wB97M-V/def2-TZVPD) on one molecule with the formula C5H8N2O2.

Structure (ORCA input):
```
! RIJCOSX wB97M-V def2-TZVPD def2/J DEFGRID3
* xyz 0 1
C 0.740 1.440 0.291
C -0.797 0.078 -1.994
C -0.135 -0.013 1.926
C -0.895 -0.372 -0.445
C 0.303 0.113 0.480
N 0.984 2.516 -0.001
N 1.749 -0.758 0.138
O 2.001 -0.539 -0.985
O 2.098 -1.403 1.081
H -1.268 -0.668 -2.604
H -1.357 0.990 -2.158
H 0.207 0.094 -2.198
H -0.293 1.060 2.316
H -1.120 -0.530 2.040
H 0.564 -0.506 2.491
H -1.925 -0.049 0.026
H -0.855 -1.454 -0.403
*
```

The LUMO energy comes out at 0.0089 hartree. The value obtained for the orbital gap is 10.8 eV. The structure (SMILES) is CC[C@](C)(C#N)[N+](=O)[O-].

Partial charges, Löwdin, in e:
1 C -0.229
2 C -0.057
3 C -0.031
4 C -0.127
5 C -0.354
6 N 0.209
7 N -0.320
8 O 0.125
9 O 0.116
10 H 0.062
11 H 0.073
12 H 0.016
13 H 0.128
14 H 0.098
15 H 0.041
16 H 0.147
17 H 0.103

=====

c:
ORCA calculation (wB97M-V/def2-TZVPD) on one molecule with the formula C5H8N2O2.

Structure (ORCA input):
```
! RIJCOSX wB97M-V def2-TZVPD def2/J DEFGRID3
* xyz 0 1
C 1.721 1.307 0.432
C -0.787 1.214 0.486
C 0.492 -0.790 -0.145
C 0.476 0.514 0.178
N -1.637 1.381 -0.558
C -0.728 -1.632 -0.237
O 1.688 -1.477 -0.294
N -0.619 -2.921 -0.193
O -1.035 1.652 1.605
H 1.413 -2.422 -0.306
H -1.381 1.179 -1.515
H -2.473 1.925 -0.386
H -1.560 -3.336 -0.231
H -1.708 -1.144 -0.340
H 1.529 2.383 0.364
H 2.103 1.095 1.437
H 2.505 1.073 -0.296
*
```

The LUMO energy comes out at 0.0135 hartree. The value obtained for the orbital gap is 9.4 eV. The structure (SMILES) is [H]/N=C/C(O)=C(/C)C(N)=O.

Partial charges, Löwdin, in e:
1 C -0.020
2 C -0.538
3 C -0.265
4 C -0.168
5 N 0.165
6 C -0.140
7 O 0.037
8 N 0.092
9 O 0.064
10 H 0.091
11 H 0.115
12 H 0.117
13 H 0.060
14 H 0.115
15 H 0.088
16 H 0.100
17 H 0.087

=====

d:
ORCA calculation (wB97M-V/def2-TZVPD) on C5H8N2O2 as an isolated structure.

Structure (ORCA input):
```
! RIJCOSX wB97M-V def2-TZVPD def2/J DEFGRID3
* xyz 0 1
C -1.332 -0.750 0.826
C 0.252 -0.615 0.867
C 1.052 0.720 0.474
C 1.482 0.565 -1.004
C -0.622 -0.648 -0.545
H -2.995 0.483 0.860
H -1.549 1.349 1.926
H -1.989 -1.713 1.333
H 0.760 -1.647 0.929
H 2.112 0.785 1.033
H 0.483 1.609 0.409
H 1.838 -0.500 -2.710
H -0.941 0.378 -1.056
N -2.052 0.373 1.320
N 0.877 -0.119 -1.862
O 2.555 1.021 -1.302
O 0.067 -1.292 -1.497
*
```

The LUMO energy comes out at 0.0167 hartree. The value obtained for the orbital gap is 8.7 eV.

Partial charges, Löwdin, in e:
1 C -0.343
2 C -0.081
3 C -0.056
4 C -0.641
5 C -0.314
6 H 0.090
7 H 0.224
8 H 0.187
9 H 0.154
10 H 0.160
11 H 0.088
12 H 0.328
13 H 0.183
14 N -0.062
15 N 0.066
16 O 0.051
17 O -0.034

=====

Relative calculated energies, zero for the most stable structure, unit eV: a 3.953; b 4.451; c 0.000; d 9.071.